No. 1
{
  "formula": "C4H11NO",
  "method": "ωB97M-V/def2-TZVPD",
  "symbols": ["H", "H", "N", "H", "O", "H", "H", "H", "C", "C", "H", "C", "H", "H", "C", "H", "H"],
  "xyz": [[0.1370, 1.4279, 3.9967], [1.7909, -1.5860, 0.2163], [-1.8469, -0.9552, -1.3186], [-0.5479, 1.3096, -1.8131], [-0.4376, 0.8084, 4.4318], [-2.0882, -1.7228, -2.0559], [2.4293, -0.6819, -1.3131], [-2.0861, -0.0210, -1.6434], [-0.0407, 1.2028, -0.7869], [0.4520, -0.2258, -0.6868], [-0.1278, -2.2471, -0.8828], [1.7700, -0.6456, -0.3962], [0.8164, 1.8954, -0.7272], [-1.2183, 0.9335, 3.9345], [-0.5057, -1.2015, -1.0511], [-0.8970, 1.6315, -0.0605], [2.4006, 0.0778, 0.1565]],
  "lowdin_charge": [-0.035, 0.078, -0.019, 0.039, -0.185, 0.093, 0.078, 0.026, -0.291, -0.423, 0.099, -0.223, 0.019, -0.043, -0.311, 0.043, 0.056],
  "charge": -1,
  "spin_multiplicity": 2,
  "e_homo_ev": [1.1636, -4.0332],
  "gap_ev": [2.843, 8.038],
  "fmax_ha_per_bohr": 0.129,
  "e_tot_ev": -7861.243,
  "relative_energy_ev": 1.2704
}



No. 2
{
  "formula": "C4H11NO",
  "method": "ωB97M-V/def2-TZVPD",
  "symbols": ["C", "H", "H", "C", "C", "H", "O", "H", "C", "N", "H", "H", "H", "H", "H", "H", "H"],
  "xyz": [[2.4570, -0.1777, -1.2978], [3.4880, 1.5388, 0.4237], [-0.9667, 0.2311, -1.0066], [2.4959, 1.7270, 0.9273], [1.3043, 1.8498, -0.1825], [-6.2430, -2.3260, 1.8583], [-6.0981, -3.3018, 2.2347], [0.2318, -0.7254, -1.8709], [1.2420, 0.5060, -0.9607], [0.0136, 0.1080, -1.3943], [2.4447, 2.6291, 1.5359], [1.5892, 2.5465, -0.8534], [0.3538, 2.1932, 0.1934], [2.3271, 0.9186, 1.6208], [2.5074, -1.0178, -1.9705], [-5.3985, -3.6430, 1.6435], [3.3603, -0.1164, -0.6097]],
  "lowdin_charge": [-0.045, 0.060, 0.002, -0.112, -0.186, 0.004, -0.492, 0.025, -0.460, 0.020, 0.044, 0.048, 0.071, 0.049, 0.000, -0.056, 0.029],
  "charge": -1,
  "spin_multiplicity": 2,
  "e_homo_ev": [1.0791, -4.8059],
  "gap_ev": [2.320, 8.156],
  "fmax_ha_per_bohr": 0.099,
  "e_tot_ev": -7860.846,
  "relative_energy_ev": 1.6673
}



No. 3
{
  "formula": "C4H11NO",
  "method": "ωB97M-V/def2-TZVPD",
  "symbols": ["H", "H", "C", "C", "H", "C", "N", "H", "H", "H", "H", "H", "H", "H", "C", "H", "O"],
  "xyz": [[1.4991, 1.4917, -2.1095], [2.5791, -1.6326, -0.5503], [1.1284, 0.4254, -2.3497], [1.6080, -1.8811, -0.9705], [1.9666, -0.0154, -3.0094], [0.9218, -0.4935, -1.2074], [-0.7430, 0.8791, -0.2735], [0.3469, 0.5572, -3.0563], [1.0068, -2.5866, -0.5608], [-3.3297, 1.4119, 3.9236], [-2.8839, 0.0564, 4.5099], [-0.9560, 1.3417, 0.5545], [0.7037, 0.0421, 1.0523], [-0.8179, 1.4340, -1.1428], [0.2848, -0.0501, -0.0399], [1.8802, -2.2887, -2.0108], [-2.5565, 0.7538, 3.9649]],
  "lowdin_charge": [0.104, 0.067, -0.122, -0.077, 0.097, -0.352, 0.026, 0.041, 0.017, 0.079, 0.005, 0.035, 0.159, 0.093, -0.176, 0.089, -0.084],
  "charge": 0,
  "spin_multiplicity": 1,
  "e_homo_ev": -6.9412,
  "gap_ev": 7.773,
  "fmax_ha_per_bohr": 0.127,
  "e_tot_ev": -7861.317,
  "relative_energy_ev": 3.2367
}



No. 4
{
  "formula": "C4H11NO",
  "method": "ωB97M-V/def2-TZVPD",
  "symbols": ["O", "C", "H", "H", "H", "C", "C", "N", "H", "H", "H", "H", "H", "H", "H", "C", "H"],
  "xyz": [[4.2186, -3.4228, 0.1434], [-2.2542, 2.6679, -0.1758], [4.3580, -2.4715, 0.0477], [3.2693, -3.5374, 0.1698], [-2.7128, 1.9910, -0.8901], [0.0396, -1.3038, -0.5982], [-0.6473, 0.8610, 0.4375], [-1.4633, 1.9429, 0.8334], [-1.7510, -0.0363, -1.0770], [-0.1212, -1.7560, -1.5827], [-0.7863, 2.6053, 1.1938], [-0.3016, -2.0714, 0.1225], [0.1359, 0.5801, 1.1473], [1.0896, -1.0728, -0.3491], [-1.6172, 3.4099, -0.6496], [-0.8111, -0.0596, -0.5138], [-3.1453, 3.0673, 0.3242]],
  "lowdin_charge": [-0.058, -0.105, 0.034, 0.021, 0.064, -0.130, -0.207, -0.096, 0.091, 0.064, 0.099, 0.072, 0.115, 0.068, 0.080, -0.190, 0.077],
  "charge": 0,
  "spin_multiplicity": 1,
  "e_homo_ev": -8.1148,
  "gap_ev": 8.907,
  "fmax_ha_per_bohr": 0.023,
  "e_tot_ev": -7862.713,
  "relative_energy_ev": 1.8406
}



No. 5
{
  "formula": "C4H11NO",
  "method": "ωB97M-V/def2-TZVPD",
  "symbols": ["H", "H", "H", "C", "H", "N", "C", "H", "H", "H", "H", "O", "C", "H", "C", "H", "H"],
  "xyz": [[-1.5307, 1.3307, 0.4081], [-1.0735, 1.8201, -2.4696], [-0.6639, 0.2801, -1.8004], [-1.3315, 1.1520, -1.6465], [0.5429, 2.8789, -0.9962], [-1.1374, 1.8090, -0.3867], [0.9621, -2.7060, 0.6407], [0.2939, 2.8926, 0.7116], [1.7341, -3.4759, 0.7484], [1.3231, -2.0130, -0.1158], [0.0997, -3.2716, 0.2915], [-0.3749, -1.6140, 2.2841], [0.7136, -1.9913, 1.9349], [0.9529, 1.4431, -0.0618], [0.2117, 2.2493, -0.1639], [-2.3402, 0.7715, -1.7862], [1.6182, -1.5556, 2.4078]],
  "lowdin_charge": [0.097, 0.073, 0.069, -0.167, 0.076, -0.192, -0.062, 0.073, 0.074, 0.077, 0.079, 0.035, -0.323, 0.067, -0.166, 0.074, 0.115],
  "charge": 0,
  "spin_multiplicity": 1,
  "e_homo_ev": -8.4913,
  "gap_ev": 9.377,
  "fmax_ha_per_bohr": 0.036,
  "e_tot_ev": -7862.870,
  "relative_energy_ev": 1.6840
}



No. 6
{
  "formula": "C4H11NO",
  "method": "ωB97M-V/def2-TZVPD",
  "symbols": ["H", "H", "O", "H", "H", "C", "H", "H", "N", "H", "C", "H", "H", "C", "H", "H", "C"],
  "xyz": [[-0.9582, 0.5692, -2.5083], [0.5728, 1.1107, 1.9911], [0.5148, 1.1721, 1.0560], [1.3104, -0.2291, -2.5169], [1.2515, -0.6417, 0.6555], [-0.5126, -0.4346, -0.5404], [-0.1250, -1.4834, -0.7580], [1.8134, 0.7707, -1.4553], [1.1221, 0.6522, -2.0814], [-0.8567, -1.7208, 1.6867], [-0.5657, -0.7146, 1.8694], [-1.5886, -0.4234, -0.2961], [-0.1047, -0.8461, 2.9576], [0.2865, -0.2043, 0.7528], [-1.5062, -0.0584, 1.9453], [-0.3826, 1.7609, -1.1767], [-0.2712, 0.7207, -1.5815]],
  "lowdin_charge": [0.127, 0.055, -0.045, 0.056, 0.123, -0.157, 0.137, 0.003, -0.003, 0.056, -0.093, 0.104, 0.122, -0.481, 0.120, 0.115, -0.238],
  "charge": 0,
  "spin_multiplicity": 1,
  "e_homo_ev": -8.8664,
  "gap_ev": 9.809,
  "fmax_ha_per_bohr": 0.083,
  "e_tot_ev": -7862.722,
  "relative_energy_ev": 1.8314
}



No. 7
{
  "formula": "C4H11NO",
  "method": "ωB97M-V/def2-TZVPD",
  "symbols": ["O", "H", "H", "H", "H", "C", "H", "C", "N", "C", "H", "H", "C", "H", "H", "H", "H"],
  "xyz": [[-1.3624, 0.3669, -0.2360], [-2.6449, -0.4796, 1.1677], [-2.8594, -1.0223, -0.6109], [2.3329, 1.7714, -0.0667], [2.2217, -0.9673, 1.0548], [1.2981, 1.4069, 0.1519], [-3.3439, 0.6638, -0.0856], [1.0356, -0.0120, -0.3543], [2.0045, -1.0764, 0.0419], [-2.6208, -0.1489, 0.0654], [-0.3359, -0.6002, 1.3010], [-0.4158, -1.5316, -0.2689], [-0.3313, -0.5274, 0.1677], [2.8783, -1.0015, -0.5146], [0.9400, -0.1226, -1.4673], [0.6060, 2.1216, -0.3274], [1.1994, 1.4562, 1.2285]],
  "lowdin_charge": [-0.210, 0.106, 0.099, 0.081, 0.081, -0.073, 0.085, -0.432, 0.006, -0.141, 0.138, 0.118, -0.234, 0.078, 0.149, 0.080, 0.069],
  "charge": 0,
  "spin_multiplicity": 1,
  "e_homo_ev": -9.4730,
  "gap_ev": 10.594,
  "fmax_ha_per_bohr": 0.029,
  "e_tot_ev": -7863.197,
  "relative_energy_ev": 1.3567
}



No. 8
{
  "formula": "C4H11NO",
  "method": "ωB97M-V/def2-TZVPD",
  "symbols": ["H", "H", "H", "H", "C", "H", "O", "H", "C", "H", "C", "C", "N", "H", "H", "H", "H"],
  "xyz": [[0.5853, 0.6138, -1.9266], [-0.2326, -1.4529, 2.9184], [-0.2591, -0.3455, -3.3075], [0.2826, 0.0687, -0.1574], [-0.3249, 0.3732, -2.3967], [-2.2487, 0.0067, -1.6465], [2.9089, 1.2950, 1.4613], [3.2291, 1.3453, 2.3195], [-0.9134, -0.7649, 1.0563], [3.5860, 0.8658, 1.0183], [-0.5777, -0.5702, 2.3884], [-1.2260, -0.3460, -1.2950], [-0.7466, 0.1859, -0.0275], [-1.5654, -1.6466, 0.8250], [-1.0502, -1.4384, -1.4335], [-0.6288, 0.4445, 2.8172], [-0.8184, 1.3658, -2.6135]],
  "lowdin_charge": [0.025, 0.034, 0.099, 0.108, -0.102, 0.119, 0.002, 0.000, -0.227, -0.004, -0.010, -0.310, -0.073, 0.105, 0.103, 0.051, 0.081],
  "charge": 0,
  "spin_multiplicity": 1,
  "e_homo_ev": -8.1311,
  "gap_ev": 8.985,
  "fmax_ha_per_bohr": 0.060,
  "e_tot_ev": -7861.233,
  "relative_energy_ev": 3.3210
}



No. 9
{
  "formula": "C4H11NO",
  "method": "ωB97M-V/def2-TZVPD",
  "symbols": ["H", "C", "H", "C", "H", "H", "C", "H", "C", "H", "O", "H", "H", "H", "N", "H", "H"],
  "xyz": [[-0.2067, -2.8529, -0.1486], [0.4528, 0.9842, 1.1756], [-1.5354, 0.0673, -0.3647], [0.3157, -0.3256, 0.4546], [0.3154, 0.8084, 2.2351], [1.8139, 0.0807, -1.4834], [-0.8593, -0.7352, -0.0658], [0.9193, -1.1928, 0.7269], [-1.0781, -2.2267, -0.3167], [0.9509, 0.9422, -2.5038], [1.8218, 0.5977, -2.2866], [-2.1235, -2.3857, -0.0024], [-1.3265, -2.3873, -1.3767], [1.5318, 1.1617, 1.0131], [-0.2789, 2.1668, 0.6958], [0.3144, 2.9692, 0.8820], [-1.0276, 2.3278, 1.3656]],
  "lowdin_charge": [0.074, -0.302, 0.101, -0.171, 0.105, -0.003, -0.157, 0.102, -0.102, 0.035, -0.060, 0.077, 0.064, 0.106, 0.002, 0.063, 0.065],
  "charge": 0,
  "spin_multiplicity": 1,
  "e_homo_ev": -9.1197,
  "gap_ev": 10.015,
  "fmax_ha_per_bohr": 0.068,
  "e_tot_ev": -7862.284,
  "relative_energy_ev": 2.2698
}



No. 10
{
  "formula": "C4H11NO",
  "method": "ωB97M-V/def2-TZVPD",
  "symbols": ["H", "C", "O", "H", "H", "H", "H", "H", "C", "H", "H", "H", "N", "C", "C", "H", "H"],
  "xyz": [[-4.3631, 0.5346, 1.6003], [4.7591, -1.6423, 0.9600], [5.5590, -0.4302, -0.9093], [-4.0643, 2.1928, 0.9007], [3.6579, -0.9300, -0.6286], [-2.6718, 1.0692, 1.1378], [3.9420, -1.4408, 1.5895], [4.7785, -2.8080, 0.7278], [-3.5799, 0.5750, -0.6293], [-4.4562, 0.8114, -1.4482], [-3.6176, -0.4849, -0.7194], [-1.8247, 0.4733, -1.6926], [-2.2520, 1.1317, -1.0919], [4.6942, -0.9068, -0.2856], [-3.6837, 1.1307, 0.8257], [5.6510, -1.2586, 1.4848], [-2.5283, 1.9829, -1.8215]],
  "lowdin_charge": [0.097, -0.068, 0.088, 0.073, 0.108, 0.029, 0.051, 0.143, -0.345, 0.134, 0.064, 0.016, -0.068, -0.411, -0.136, 0.090, 0.136],
  "charge": 0,
  "spin_multiplicity": 1,
  "e_homo_ev": -9.7284,
  "gap_ev": 10.642,
  "fmax_ha_per_bohr": 0.089,
  "e_tot_ev": -7861.770,
  "relative_energy_ev": 2.7831
}



What did the eighth record say?
{
  "formula": "C4H11NO",
  "method": "ωB97M-V/def2-TZVPD",
  "symbols": ["H", "H", "H", "H", "C", "H", "O", "H", "C", "H", "C", "C", "N", "H", "H", "H", "H"],
  "xyz": [[0.5853, 0.6138, -1.9266], [-0.2326, -1.4529, 2.9184], [-0.2591, -0.3455, -3.3075], [0.2826, 0.0687, -0.1574], [-0.3249, 0.3732, -2.3967], [-2.2487, 0.0067, -1.6465], [2.9089, 1.2950, 1.4613], [3.2291, 1.3453, 2.3195], [-0.9134, -0.7649, 1.0563], [3.5860, 0.8658, 1.0183], [-0.5777, -0.5702, 2.3884], [-1.2260, -0.3460, -1.2950], [-0.7466, 0.1859, -0.0275], [-1.5654, -1.6466, 0.8250], [-1.0502, -1.4384, -1.4335], [-0.6288, 0.4445, 2.8172], [-0.8184, 1.3658, -2.6135]],
  "lowdin_charge": [0.025, 0.034, 0.099, 0.108, -0.102, 0.119, 0.002, 0.000, -0.227, -0.004, -0.010, -0.310, -0.073, 0.105, 0.103, 0.051, 0.081],
  "charge": 0,
  "spin_multiplicity": 1,
  "e_homo_ev": -8.1311,
  "gap_ev": 8.985,
  "fmax_ha_per_bohr": 0.060,
  "e_tot_ev": -7861.233,
  "relative_energy_ev": 3.3210
}